<P>
Below is the molecule C3H5FN2, with properties calculated with wB97M-V/def2-TZVPD.

Structure (ORCA input):
```
! RIJCOSX wB97M-V def2-TZVPD def2/J DEFGRID3
* xyz 0 1
F 1.6611 -0.0980 -0.5994
C 0.7952 0.0408 0.4356
N -0.0832 -1.2617 0.3995
C -1.1574 -0.8380 -0.0601
C -1.2466 0.6411 -0.3089
N -0.0243 1.2464 0.2052
H 1.3532 -0.0350 1.3531
H -2.0398 -1.4898 -0.6597
H -1.6367 0.8119 -1.2764
H -2.1275 0.8312 0.3522
H -0.0943 1.8083 0.9934
*
```

Highest occupied orbital energy = -10.1 eV
Kohn-Sham gap = 11.08 eV
SMILES string = F[C@@H]1N=CCN1

=====

<Q>
Below is a 2-piece molecular cluster, C3H5FN2 overall, with properties calculated with wB97M-V/def2-TZVPD.

Structure (ORCA input):
```
! RIJCOSX wB97M-V def2-TZVPD def2/J DEFGRID3
* xyz 0 1
C -0.4374 -0.8800 0.6217
C 0.8739 -0.6169 0.7155
C -0.9356 -0.0723 -0.5704
N 0.3107 0.6365 -0.9144
N 1.3119 0.3421 -0.2229
F 1.0411 1.9938 1.2925
H -1.1085 -1.6295 1.1114
H 1.6353 -0.8985 1.5650
H -1.4449 -0.5993 -1.4286
H -1.7681 0.7181 -0.3483
H 0.5216 1.0060 -1.8216
*
```

Highest occupied orbital energy (spin up / spin down) = -8.7 / -8.7 eV
Kohn-Sham gap (spin up / spin down) = 7.56 / 7.57 eV

=====

<R>
Below is the molecule C3H5FN2, with properties calculated with wB97M-V/def2-TZVPD.

Structure (ORCA input):
```
! RIJCOSX wB97M-V def2-TZVPD def2/J DEFGRID3
* xyz 0 1
H -2.1742 -1.7484 0.0873
N -1.2452 -1.1713 0.0163
C -1.4242 0.1085 0.0651
N -0.3925 0.9110 -0.2244
C 0.9602 0.6414 -0.0665
C 1.5198 -0.5970 -0.1182
F 2.8709 -0.3126 0.0324
H -2.4958 0.5178 -0.1032
H -0.5401 1.9104 0.3078
H 1.6700 1.3704 0.3945
H 1.2512 -1.6302 -0.3909
*
```

Highest occupied orbital energy = -8.5 eV
Kohn-Sham gap = 9.17 eV
SMILES string = [H]/N=C/N/C=C/F

=====

Stability verdict: <P>, ahead by 0.913 eV

=====

<P>
Below is a 4-piece molecular cluster, CH10NO3 overall, with properties calculated with wB97M-V/def2-TZVPD.

Structure (ORCA input):
```
! RIJCOSX wB97M-V def2-TZVPD def2/J DEFGRID3
* xyz 1 1
C -0.9638 0.2507 2.2220
N -0.7898 0.1585 0.9298
H -1.5858 0.9661 2.7724
H -0.6800 -0.8161 2.6416
H -0.3985 -0.6597 0.6321
H -0.9819 0.9569 0.3093
H 0.6863 -0.4907 -1.9245
H 1.8361 -0.9192 -0.9830
O 0.9116 -0.6706 -0.9445
H 1.1921 3.4464 -1.9773
H 1.9274 3.6076 -0.7917
O 1.2871 3.0937 -1.1029
H -0.8942 -3.4771 0.0044
H -0.6171 -2.8599 -1.3275
O -0.9296 -2.5867 -0.4602
*
```

Highest occupied orbital energy = -14.7 eV
Kohn-Sham gap = 9.59 eV

=====

<Q>
Below is a 4-piece molecular cluster, CH10NO3 overall, with properties calculated with wB97M-V/def2-TZVPD.

Structure (ORCA input):
```
! RIJCOSX wB97M-V def2-TZVPD def2/J DEFGRID3
* xyz 1 1
C -1.9685 0.4212 1.2067
N -1.0692 -0.4204 0.9619
H -2.3731 1.0277 0.4047
H -2.4825 0.4524 2.1642
H -0.6192 -1.0257 1.6395
H -0.5859 -0.4244 0.0423
H 1.3945 2.0928 1.4099
H 1.8827 0.8924 0.7039
O 1.0528 1.2677 1.0363
H 2.3344 -1.6685 -1.0147
H 2.8152 -0.3425 -1.4957
O 2.0959 -0.7306 -0.9724
H -0.9906 -1.3622 -2.0250
H -0.0499 -0.1514 -2.2208
O -0.8757 -0.4263 -1.8001
*
```

Highest occupied orbital energy = -15.3 eV
Kohn-Sham gap = 10.85 eV

=====

Stability verdict: <Q>, ahead by 1.276 eV

=====

<P>
Below is the molecule C3H3Br, with properties calculated with wB97M-V/def2-TZVPD.

Structure (ORCA input):
```
! RIJCOSX wB97M-V def2-TZVPD def2/J DEFGRID3
* xyz 0 1
Br -0.4088 -0.2562 -2.6263
C 0.0462 0.0203 -0.7557
C 0.8955 0.3696 0.1823
C -0.4690 -0.1175 0.6200
H 1.8171 0.6816 0.3962
H -0.7287 -1.1791 0.8986
H -1.1522 0.4813 1.2850
*
```

Highest occupied orbital energy = -9.2 eV
Kohn-Sham gap = 9.89 eV
SMILES string = BrC1=CC1

=====

<Q>
Below is C3H3Br as an isolated structure, with properties calculated with wB97M-V/def2-TZVPD.

Structure (ORCA input):
```
! RIJCOSX wB97M-V def2-TZVPD def2/J DEFGRID3
* xyz 0 1
C 0.4967 -0.1779 0.7008
C 1.0146 0.8137 -0.0205
C -0.4621 -0.5531 -0.2449
Br -2.4573 -0.0661 -0.0345
H 0.3407 -0.3482 1.8158
H 1.3044 1.1133 -0.9891
H -0.2370 -0.7817 -1.2275
*
```

Highest occupied orbital energy = -8.5 eV
Kohn-Sham gap = 8.67 eV

=====

<R>
Below is a 2-piece molecular cluster, C3H3Br overall, with properties calculated with wB97M-V/def2-TZVPD.

Structure (ORCA input):
```
! RIJCOSX wB97M-V def2-TZVPD def2/J DEFGRID3
* xyz 0 1
C 0.8734 0.4796 0.2380
C 0.5938 -0.5954 -0.5231
C -0.4619 0.2870 -0.2187
Br -1.8412 1.0283 -1.1666
H 1.6162 0.9691 0.8321
H 0.6748 -1.5036 -0.9404
H -1.4552 -0.6651 1.7787
*
```

Highest occupied orbital energy (spin up / spin down) = -6.9 / -9.1 eV
Kohn-Sham gap (spin up / spin down) = 6.78 / 9.58 eV

=====

Stability verdict: <P>, ahead by 1.403 eV